Formula: C82H156N6O27
Source: the Open Molecules 2025 dataset
Level of theory: the ωB97M-V functional and the def2-TZVPD basis

Each line ends with the Löwdin charge.
Geometry (Å):
C 15.415 23.486 26.130  -0.0251
C 16.273 22.219 26.428  -0.5150
C 15.744 21.046 25.494  -0.1067
C 16.254 21.180 24.050  -0.1849
C 17.768 21.305 24.052  -0.1248
C 18.261 22.538 24.904  -0.4697
N 17.676 22.327 26.262  -0.0779
O 18.162 23.413 27.075  -0.0209
C 19.768 22.415 25.055  -0.0138
C 17.876 23.883 24.245  -0.0103
C 15.964 21.803 27.893  -0.0244
H 15.363 23.767 25.080  0.0644
H 15.706 24.350 26.731  0.0864
H 14.423 23.181 26.407  0.0673
H 16.148 20.144 25.979  0.1016
H 14.670 20.992 25.479  0.1093
H 15.805 22.094 23.599  0.1029
H 15.847 20.322 23.476  0.0880
H 18.228 21.373 23.072  0.1063
H 18.165 20.399 24.510  0.0971
H 20.109 22.424 24.033  0.0847
H 20.103 23.286 25.593  0.0867
H 20.045 21.501 25.584  0.0741
H 17.666 24.694 24.948  0.0881
H 18.699 24.232 23.610  0.0830
H 17.044 23.695 23.568  0.0553
H 16.296 22.564 28.596  0.0814
H 16.446 20.806 28.025  0.0711
H 14.885 21.659 27.996  0.0790
H 18.858 23.019 27.620  0.0672
C 14.830 15.022 29.248  -0.0107
C 15.802 16.183 28.873  -0.4662
C 15.198 17.611 29.291  -0.1110
C 15.330 17.873 30.761  -0.1768
C 16.812 17.776 31.134  -0.1249
C 17.443 16.387 30.836  -0.5384
N 17.141 16.098 29.439  -0.1248
O 17.798 14.962 28.999  -0.0381
C 18.931 16.551 30.930  -0.0271
C 16.892 15.353 31.811  -0.0208
C 16.028 16.208 27.356  -0.0248
H 15.319 14.040 29.245  0.0804
H 13.957 15.006 28.620  0.0651
H 14.441 15.190 30.250  0.0601
H 15.748 18.329 28.669  0.1043
H 14.147 17.604 28.990  0.1221
H 14.770 17.219 31.424  0.1026
H 14.962 18.904 30.944  0.1228
H 17.059 17.973 32.183  0.1225
H 17.420 18.509 30.559  0.1153
H 19.205 17.358 30.255  0.0620
H 19.296 16.875 31.908  0.0963
H 19.454 15.637 30.646  0.0881
H 17.149 15.616 32.850  0.0955
H 15.799 15.230 31.799  0.0681
H 17.336 14.376 31.588  0.0808
H 15.069 16.541 26.985  0.0754
H 16.284 15.259 26.927  0.0745
H 16.814 16.941 27.137  0.0731
H 17.457 14.155 29.447  0.1006
C 9.374 20.724 22.046  -0.0396
C 10.650 20.861 21.218  -0.5245
C 11.442 22.039 21.783  -0.1404
C 12.898 22.140 21.332  -0.1727
C 13.579 20.810 21.574  -0.1173
C 12.814 19.608 20.880  -0.4782
N 11.440 19.645 21.387  -0.0986
O 10.754 18.524 20.903  -0.0265
C 12.955 19.677 19.364  -0.0125
C 13.504 18.370 21.419  -0.0173
C 10.215 21.200 19.739  -0.0176
H 8.686 20.058 21.479  0.0890
H 8.959 21.733 22.205  0.0922
H 9.669 20.206 22.963  0.0904
H 10.897 22.935 21.459  0.1264
H 11.315 22.014 22.853  0.1147
H 13.323 22.989 21.865  0.1135
H 12.895 22.477 20.269  0.1022
H 13.587 20.675 22.660  0.1201
H 14.598 20.818 21.211  0.1016
H 13.872 19.208 19.056  0.0692
H 12.123 19.192 18.889  0.0599
H 12.960 20.705 18.986  0.0753
H 14.600 18.579 21.465  0.0812
H 13.152 18.115 22.417  0.0916
H 13.353 17.481 20.789  0.0654
H 11.021 21.555 19.083  0.0687
H 9.374 21.909 19.744  0.0913
H 9.910 20.263 19.271  0.0665
H 10.763 18.547 19.924  0.0745
C 14.593 12.004 17.594  -0.0294
C 13.125 12.402 17.681  -0.4984
C 12.580 12.148 19.099  -0.1382
C 13.115 13.130 20.096  -0.1792
C 12.645 14.513 19.675  -0.1137
C 13.022 14.928 18.248  -0.5074
N 12.809 13.814 17.371  -0.1217
O 13.222 14.054 16.066  -0.0208
C 12.085 16.067 17.839  -0.0158
C 14.474 15.520 18.159  0.0027
C 12.333 11.505 16.656  -0.0270
H 15.203 12.364 18.429  0.0680
H 15.056 12.293 16.647  0.0907
H 14.629 10.934 17.700  0.0729
H 11.508 12.293 18.978  0.1242
H 12.808 11.076 19.296  0.1250
H 14.195 13.111 20.219  0.0949
H 12.742 12.910 21.087  0.0935
H 13.084 15.260 20.341  0.1116
H 11.568 14.595 19.805  0.1239
H 11.065 15.631 17.854  0.1012
H 12.243 16.818 18.609  0.0607
H 12.316 16.418 16.829  0.0745
H 15.249 14.889 18.584  0.0773
H 14.730 15.705 17.135  0.0518
H 14.477 16.461 18.704  0.0693
H 11.288 11.846 16.634  0.0873
H 12.289 10.494 17.075  0.0792
H 12.795 11.481 15.662  0.0832
H 12.423 13.933 15.525  0.1161
C 14.786 20.748 15.143  -0.0146
C 15.510 19.411 15.445  -0.5008
C 14.448 18.297 15.567  -0.1391
C 13.903 17.786 14.245  -0.1634
C 15.092 17.239 13.443  -0.1031
C 16.152 18.389 13.148  -0.5165
N 16.495 19.030 14.388  -0.0815
O 17.326 20.171 14.144  -0.0253
C 17.454 17.693 12.652  -0.0429
C 15.709 19.293 11.994  -0.0283
C 16.219 19.522 16.754  -0.0387
H 14.150 20.946 16.016  0.0790
H 14.197 20.676 14.226  0.0727
H 15.420 21.628 15.043  0.0776
H 14.954 17.447 16.074  0.1026
H 13.714 18.657 16.299  0.1140
H 13.386 18.558 13.694  0.0984
H 13.207 16.971 14.377  0.0956
H 14.850 16.784 12.492  0.1145
H 15.657 16.510 14.055  0.1166
H 17.679 16.828 13.290  0.0728
H 17.324 17.357 11.627  0.0753
H 18.295 18.392 12.687  0.0796
H 16.411 20.126 11.980  0.0835
H 15.744 18.713 11.077  0.0775
H 14.689 19.650 12.130  0.0692
H 16.875 20.361 16.930  0.0864
H 16.745 18.592 16.960  0.0799
H 15.420 19.641 17.466  0.0594
H 18.145 19.940 14.596  0.0833
C 19.907 17.689 15.199  -0.0221
C 20.398 17.317 16.624  -0.4507
C 20.133 15.801 16.922  -0.1289
C 21.040 14.894 16.166  -0.1865
C 22.464 15.242 16.531  -0.1156
C 22.856 16.729 16.183  -0.5547
N 21.899 17.562 16.822  -0.1196
O 22.193 18.878 16.508  -0.0280
C 24.209 17.027 16.760  -0.0416
C 22.970 16.846 14.642  -0.0312
C 19.686 18.132 17.670  -0.0398
H 20.237 18.711 15.063  0.0788
H 18.809 17.563 15.171  0.0765
H 20.301 17.122 14.365  0.0615
H 20.189 15.693 18.017  0.1090
H 19.075 15.622 16.624  0.1317
H 20.935 14.930 15.080  0.1091
H 20.841 13.856 16.397  0.1103
H 23.262 14.730 16.016  0.1124
H 22.587 15.156 17.612  0.1052
H 24.887 16.201 16.534  0.0913
H 24.643 17.917 16.338  0.0821
H 24.144 17.125 17.844  0.0819
H 22.184 16.462 13.972  0.0664
H 23.008 17.903 14.353  0.0852
H 23.900 16.334 14.328  0.0903
H 19.623 19.182 17.365  0.0874
H 20.261 18.186 18.608  0.0815
H 18.672 17.786 17.870  0.0724
H 22.667 19.223 17.294  0.1252
C 20.723 16.468 21.027  -0.0270
C 22.082 15.919 20.698  -0.2543
C 23.231 16.323 21.685  -0.0283
O 23.675 15.029 22.292  0.0480
C 22.896 14.019 21.786  -0.5916
O 23.016 12.902 22.164  0.1451
O 22.035 14.441 20.849  0.0672
H 20.439 16.208 22.053  0.0708
H 19.977 16.096 20.339  0.0747
H 20.729 17.556 20.923  0.0987
H 22.419 16.092 19.652  0.1304
H 22.937 16.954 22.507  0.1175
H 24.036 16.860 21.172  0.1240
C 18.858 18.709 27.662  -0.0065
C 20.145 19.348 28.248  -0.2385
C 21.250 19.504 27.232  -0.0838
O 21.794 20.834 27.490  0.0550
C 20.872 21.558 28.150  -0.5948
O 20.965 22.753 28.280  0.1340
O 19.837 20.775 28.477  0.0614
H 18.074 18.702 28.421  0.0526
H 19.138 17.694 27.392  0.0712
H 18.510 19.280 26.790  0.0800
H 20.465 18.962 29.219  0.1469
H 20.968 19.423 26.177  0.1135
H 22.078 18.811 27.431  0.1400
C 19.562 13.110 23.721  -0.0050
C 19.144 14.197 24.667  -0.2799
C 19.688 14.119 26.109  -0.0552
O 20.134 15.462 26.356  0.0599
C 20.219 16.148 25.209  -0.5756
O 20.706 17.234 25.126  0.1416
O 19.682 15.484 24.162  0.0478
H 19.228 13.417 22.741  0.0833
H 19.042 12.193 24.023  0.0955
H 20.656 13.006 23.756  0.0945
H 18.062 14.312 24.725  0.1204
H 20.568 13.487 26.262  0.1392
H 18.899 13.895 26.835  0.1226
C 17.721 22.992 20.177  -0.0095
C 16.711 24.003 19.754  -0.3401
C 15.429 23.541 19.086  -0.0985
O 14.506 24.608 19.386  0.0218
C 14.966 25.280 20.539  -0.5459
O 14.405 26.111 21.103  0.2091
O 16.192 24.766 20.846  0.0740
H 17.946 22.461 19.273  0.0816
H 17.309 22.357 20.941  0.0721
H 18.601 23.561 20.470  0.0952
H 17.207 24.668 19.051  0.1529
H 15.010 22.566 19.448  0.1225
H 15.434 23.407 18.007  0.1302
C 16.626 9.907 21.797  -0.0175
C 15.575 10.924 21.468  -0.2552
C 14.533 11.010 22.551  -0.0904
O 14.969 12.087 23.413  0.0371
C 15.897 12.860 22.718  -0.5868
O 16.366 13.849 23.109  0.1735
O 16.209 12.306 21.551  0.0693
H 17.040 10.196 22.764  0.0942
H 17.453 9.856 21.091  0.0968
H 16.144 8.936 21.932  0.0970
H 15.190 10.816 20.465  0.1321
H 14.567 10.123 23.171  0.1331
H 13.555 11.367 22.234  0.1163
C 16.905 17.491 23.886  0.0035
C 17.504 17.502 22.493  -0.2110
C 16.861 16.714 21.381  -0.0589
O 17.058 17.580 20.188  0.0378
C 17.217 18.854 20.594  -0.6094
O 17.338 19.768 19.818  0.1190
O 17.355 18.931 21.915  0.0598
H 15.850 17.753 23.840  0.0792
H 17.457 18.182 24.537  0.0796
H 17.014 16.472 24.258  0.0755
H 18.574 17.282 22.465  0.1215
H 15.782 16.587 21.485  0.1170
H 17.242 15.705 21.278  0.1236
C 10.966 13.524 26.929  -0.0356
C 11.860 13.681 25.756  -0.2978
C 11.151 14.009 24.402  -0.0508
O 12.245 14.706 23.707  0.0138
C 13.067 15.334 24.623  -0.5327
O 13.923 16.096 24.374  0.1710
O 12.724 14.892 25.890  0.0406
H 10.183 12.769 26.701  0.1038
H 10.499 14.506 27.115  0.1014
H 11.516 13.242 27.825  0.0829
H 12.544 12.843 25.598  0.1503
H 10.331 14.735 24.495  0.1387
H 10.839 13.178 23.791  0.1236

Summary:
Frontier orbital gap (eV): 7.781
ΔE to the lowest compared entry with this formula, charge and spin (kJ/mol): 0.0
LUMO energy (eV): -0.1



Formula: C29H26N4O4
Source: the Open Molecules 2025 dataset
Level of theory: the ωB97M-V functional and the def2-TZVPD basis

Each line ends with the Löwdin charge.
Geometry (Å):
C -0.027 6.543 -4.081  -0.0606
C 1.102 5.721 -3.998  0.0018
C 0.947 4.426 -3.509  -0.0947
C -0.309 3.942 -3.118  -0.0930
C -1.440 4.746 -3.222  0.0004
C -1.292 6.056 -3.697  -0.0610
C -0.191 2.537 -2.600  -0.2867
O -1.097 1.804 -2.226  0.0996
C 1.278 2.212 -2.668  -0.0465
C 1.799 0.990 -2.368  0.0714
C 3.216 0.677 -2.447  -0.2032
C 4.206 1.533 -1.902  -0.0335
C 5.559 1.250 -2.067  -0.0749
C 5.966 0.108 -2.769  -0.0823
C 4.999 -0.755 -3.305  -0.0858
C 3.644 -0.492 -3.116  -0.0264
C 1.995 3.376 -3.305  -0.2710
O 3.168 3.475 -3.646  0.0999
H 0.072 7.568 -4.441  0.1048
H 2.091 6.065 -4.293  0.1206
H -2.405 4.343 -2.926  0.1201
H -2.161 6.708 -3.768  0.1038
H 1.108 0.186 -2.119  0.1203
H 3.899 2.424 -1.355  0.1199
H 6.301 1.938 -1.655  0.1053
H 7.027 -0.115 -2.885  0.1006
H 5.304 -1.638 -3.868  0.1017
H 2.877 -1.153 -3.527  0.1175
C 0.678 1.544 4.720  -0.0068
C 0.676 0.675 3.487  -0.4348
O 1.580 0.762 2.657  0.0447
N -0.372 -0.253 3.379  0.0146
C -1.261 -0.504 4.516  -0.1251
C -1.628 -1.963 4.605  -0.1486
N -2.146 -2.415 3.344  -0.1027
C -2.761 -3.708 3.438  -0.1508
C -3.557 -3.992 2.191  -0.1275
N -2.745 -3.790 0.987  0.0163
C -2.951 -4.618 -0.130  -0.4329
C -4.163 -5.521 -0.092  -0.0073
O -2.175 -4.655 -1.083  0.0453
C -1.793 -2.751 0.975  -0.0869
C -1.082 -2.340 -0.173  -0.0618
N -0.182 -1.348 -0.150  0.0589
C 0.023 -0.637 0.958  -0.0680
C -0.605 -0.958 2.183  -0.0877
C -1.531 -2.034 2.174  -0.0760
H -0.318 1.768 5.111  0.0746
H 1.285 1.073 5.503  0.0975
H 1.166 2.483 4.454  0.0902
H -0.765 -0.221 5.444  0.1132
H -2.177 0.096 4.409  0.1407
H -0.762 -2.576 4.914  0.1417
H -2.423 -2.112 5.343  0.1275
H -2.004 -4.493 3.610  0.1413
H -3.422 -3.683 4.309  0.1273
H -3.900 -5.028 2.237  0.1152
H -4.440 -3.333 2.160  0.1404
H -5.007 -5.121 0.477  0.0731
H -4.485 -5.678 -1.123  0.0900
H -3.885 -6.503 0.310  0.0969
H -1.225 -2.833 -1.127  0.0993
H 0.721 0.190 0.868  0.1002

Summary:
Frontier orbital gap (eV): 7.408
ΔE to the lowest compared entry with this formula, charge and spin (kJ/mol): 0.0
LUMO energy (eV): -0.4



Results for DFT total energy: -5577.93867 -1640.69015 (in hartree, following the order of the records).